This record from OMol25 describes one molecule with the formula C20H22N6O3 at a distorted geometry. The level of theory is ωB97M-V/def2-TZVPD.

XYZ file:
```
51
C20H22N6O3 ωB97M-V/def2-TZVPD
C 3.36 1.14 1.86
C 2.87 1.64 0.54
O 3.58 1.75 -0.43
C 1.42 2.00 0.48
C 1.06 3.11 -0.28
C -0.27 3.50 -0.34
C -1.23 2.77 0.33
C -0.88 1.63 1.06
N -1.92 0.89 1.62
C -1.88 -0.41 2.06
O -0.87 -1.02 2.33
C -3.27 -1.02 2.14
C -3.66 -1.57 0.75
C -3.45 -0.55 -0.31
N -4.24 0.44 -0.65
N -3.63 1.21 -1.54
C -2.43 0.71 -1.75
C -1.32 1.11 -2.52
C -0.18 0.39 -2.41
C -0.14 -0.78 -1.57
N 0.96 -1.57 -1.52
C 2.30 -1.09 -1.80
C 3.26 -1.61 -0.71
O 2.62 -1.62 0.55
C 1.56 -2.56 0.62
C 0.93 -2.80 -0.75
N -1.19 -1.19 -0.89
N -2.28 -0.43 -0.98
C 0.46 1.27 1.16
H 2.88 1.65 2.69
H 4.44 1.25 1.92
H 3.12 0.07 1.93
H 1.82 3.65 -0.81
H -0.55 4.37 -0.91
H -2.27 3.06 0.26
H -2.84 1.28 1.45
H -3.26 -1.84 2.86
H -4.01 -0.28 2.46
H -4.70 -1.88 0.76
H -3.03 -2.43 0.52
H -1.40 1.98 -3.15
H 0.69 0.66 -2.98
H 2.64 -1.43 -2.78
H 2.31 0.00 -1.78
H 4.10 -0.92 -0.62
H 3.63 -2.61 -0.96
H 0.83 -2.14 1.32
H 1.94 -3.51 1.02
H 1.48 -3.56 -1.31
H -0.11 -3.11 -0.64
H 0.73 0.39 1.72
```

Summary:
HOMO (eV): -8.35
2S+1: 1
Charge: 0
Kohn-Sham gap (eV): 8.602
LUMO level (eV): 0.2


This record from OMol25 describes an isolated ion of composition C20H22NO and charge +1 at a distorted geometry. The level of theory is ωB97M-V/def2-TZVPD.

XYZ file:
```
44
C20H22NO ωB97M-V/def2-TZVPD
C -0.81 1.03 0.67
C 0.28 1.26 1.48
C 1.06 2.51 1.65
C 0.72 3.70 0.99
C 1.39 4.89 1.15
C 2.53 4.96 1.98
C 2.96 3.77 2.64
C 2.25 2.57 2.46
O 0.80 0.25 2.22
C 0.30 -1.04 2.05
C 0.77 -1.89 3.06
C 0.06 -3.07 3.31
C -1.07 -3.39 2.56
C -1.53 -2.55 1.54
C -0.81 -1.34 1.25
C -1.17 -0.37 0.11
N -0.70 -0.71 -1.26
C -1.74 -0.22 -2.35
C -1.94 -0.95 -3.68
C -0.63 -1.43 -4.29
C 0.04 -2.41 -3.31
C 0.30 -1.80 -1.92
H -1.42 1.89 0.45
H -0.15 3.64 0.30
H 1.08 5.81 0.64
H 3.09 5.87 2.12
H 3.84 3.79 3.29
H 2.63 1.66 2.94
H 1.65 -1.60 3.63
H 0.40 -3.74 4.11
H -1.65 -4.32 2.78
H -2.49 -2.71 1.06
H -2.26 -0.36 -0.05
H 0.00 0.04 -1.34
H -1.37 0.77 -2.55
H -2.69 -0.13 -1.82
H -2.45 -0.25 -4.35
H -2.61 -1.83 -3.54
H -0.83 -1.91 -5.27
H 0.04 -0.56 -4.48
H -0.60 -3.31 -3.26
H 1.01 -2.72 -3.74
H 1.19 -1.22 -2.06
H 0.51 -2.58 -1.18
```

Summary:
HOMO (eV): -11.35
2S+1: 1
Charge: +1
Kohn-Sham gap (eV): 8.594
LUMO level (eV): -2.8


This record from OMol25 describes C20H23AsClN2O3PtS as an isolated structure at a distorted geometry. The level of theory is ωB97M-V/def2-TZVPD.

XYZ file:
```
52
C20H23AsClN2O3PtS ωB97M-V/def2-TZVPD
Pt 0.14 -0.03 1.13
C 1.76 1.38 1.16
H 2.19 1.27 2.16
H 1.37 2.40 1.10
H 2.59 1.32 0.44
C 0.94 -0.69 -4.19
As 1.12 -0.37 -2.28
C 2.91 -1.00 -1.88
C 1.32 1.54 -2.11
O 0.05 -1.34 -1.51
H 1.76 -0.23 -4.75
H -0.01 -0.27 -4.52
H 0.93 -1.76 -4.34
H 3.62 -0.71 -2.65
H 2.87 -2.08 -1.78
H 3.20 -0.56 -0.92
H 2.35 1.76 -2.39
H 1.12 1.81 -1.08
H 0.62 2.04 -2.78
O -1.50 1.39 -1.52
C -1.71 1.86 -0.42
N -1.17 1.50 0.78
C -1.64 2.32 1.79
O -1.35 2.28 2.97
C -2.60 3.30 1.17
C -3.34 4.32 1.73
C -4.15 5.06 0.87
C -4.20 4.78 -0.49
C -3.45 3.74 -1.04
C -2.65 3.02 -0.18
H -3.29 4.53 2.79
H -4.75 5.88 1.26
H -4.85 5.37 -1.13
H -3.48 3.51 -2.10
S 3.53 -2.89 2.17
C 2.62 -1.45 1.98
N 1.44 -1.58 1.45
C 1.19 -2.92 1.11
C 0.05 -3.40 0.46
C -0.02 -4.75 0.21
C 1.01 -5.62 0.57
C 2.15 -5.15 1.18
C 2.23 -3.78 1.45
H 2.99 -0.50 2.31
H -0.70 -2.69 0.15
H -0.90 -5.14 -0.30
H 0.92 -6.68 0.35
H 2.96 -5.82 1.45
Cl -0.85 -1.23 3.91
C -1.39 -1.08 2.14
H -2.33 -0.53 2.19
H -1.64 -2.12 1.91
```

Summary:
HOMO (eV): -3.60
2S+1: 1
Charge: -1
Kohn-Sham gap (eV): 6.039
LUMO level (eV): 2.4